Entry 1:
{
  "formula": "C40H43AsBrN2O2PtTe",
  "method": "ωB97M-V with the def2-TZVPD basis set",
  "gap_ha": [0.2326, 0.2325],
  "e_homo_ha": [-0.3691, -0.3691],
  "charge": 1,
  "symbols": ["Pt", "C", "C", "C", "C", "C", "O", "C", "C", "C", "C", "C", "C", "C", "O", "C", "C", "C", "N", "C", "C", "Te", "C", "C", "C", "C", "C", "C", "C", "C", "C", "C", "C", "C", "H", "H", "H", "H", "H", "H", "H", "H", "H", "H", "H", "H", "H", "H", "H", "H", "H", "H", "H", "H", "H", "H", "H", "H", "C", "C", "As", "C", "C", "C", "C", "H", "H", "H", "H", "H", "H", "H", "H", "H", "H", "H", "H", "H", "H", "H", "Br", "C", "C", "C", "C", "N", "C", "H", "H", "H", "H"],
  "positions_angstrom": [[-1.22, 0.08, -0.78], [4.99, 0.58, 2.67], [3.85, 0.36, 1.70], [4.06, 0.30, 0.33], [3.03, 0.15, -0.59], [3.31, 0.15, -2.07], [2.57, -0.41, -2.85], [4.55, 0.83, -2.57], [5.05, 2.01, -2.03], [6.22, 2.57, -2.53], [6.88, 1.97, -3.59], [6.36, 0.82, -4.16], [5.20, 0.25, -3.66], [1.70, -0.04, -0.13], [0.74, -0.18, -0.99], [1.48, -0.03, 1.27], [2.55, 0.22, 2.14], [0.19, -0.38, 1.84], [-0.82, -0.84, 1.15], [-2.01, -1.36, 1.85], [-2.67, -2.50, 1.09], [-1.91, -4.47, 1.52], [0.08, -4.21, 0.84], [1.13, -4.38, 1.74], [2.45, -4.29, 1.30], [2.71, -4.03, -0.04], [1.67, -3.87, -0.94], [0.35, -3.95, -0.50], [0.02, -0.28, 3.32], [0.53, -1.25, 4.18], [0.26, -1.18, 5.54], [-0.51, -0.15, 6.05], [-1.01, 0.83, 5.19], [-0.75, 0.76, 3.83], [5.94, 0.69, 2.14], [5.09, -0.27, 3.36], [4.83, 1.47, 3.27], [5.08, 0.36, -0.04], [4.51, 2.51, -1.23], [6.61, 3.48, -2.08], [7.80, 2.40, -3.97], [6.86, 0.36, -5.01], [4.78, -0.65, -4.10], [2.36, 0.28, 3.21], [-2.70, -0.53, 1.98], [-1.75, -1.71, 2.84], [-2.58, -2.32, 0.02], [-3.73, -2.57, 1.35], [0.92, -4.61, 2.78], [3.26, -4.42, 2.00], [3.74, -3.97, -0.38], [1.87, -3.66, -1.98], [-0.46, -3.83, -1.21], [1.12, -2.06, 3.77], [0.66, -1.94, 6.20], [-0.73, -0.10, 7.11], [-1.61, 1.64, 5.59], [-1.15, 1.51, 3.16], [-4.40, 2.66, -2.31], [-4.35, 1.18, -2.66], [-3.56, -0.01, -1.33], [-3.97, -1.75, -2.15], [-5.42, -2.03, -2.53], [-4.73, 0.26, 0.21], [-6.23, 0.06, 0.03], [-4.99, 3.19, -3.06], [-3.41, 3.10, -2.28], [-4.89, 2.82, -1.34], [-3.79, 1.02, -3.58], [-5.35, 0.80, -2.83], [-3.60, -2.53, -1.48], [-3.34, -1.78, -3.04], [-6.03, -2.23, -1.65], [-5.46, -2.91, -3.16], [-5.87, -1.21, -3.08], [-4.52, 1.29, 0.51], [-4.36, -0.37, 1.01], [-6.61, 0.50, -0.90], [-6.77, 0.53, 0.86], [-6.49, -1.00, 0.04], [2.41, 4.27, -2.62], [0.74, 3.93, -1.84], [-0.10, 4.96, -1.44], [-1.29, 4.64, -0.82], [-1.60, 3.31, -0.61], [-0.81, 2.32, -1.03], [0.34, 2.62, -1.64], [0.18, 5.99, -1.62], [-1.97, 5.41, -0.50], [-2.51, 3.01, -0.10], [0.96, 1.79, -1.98]]
}


Entry 2:
{
  "formula": "C40H43FFeN10O7S",
  "method": "ωB97M-V with the def2-TZVPD basis set",
  "spin_multiplicity": 5,
  "gap_ha": [0.1297, 0.1605],
  "e_homo_ha": [-0.1970, -0.2278],
  "charge": 0,
  "e_above_lowest_ev": 1.190,
  "symbols": ["Fe", "S", "C", "N", "N", "C", "C", "C", "C", "C", "C", "N", "N", "C", "C", "C", "C", "C", "C", "H", "H", "H", "H", "H", "H", "H", "H", "H", "H", "H", "C", "C", "N", "C", "C", "C", "O", "O", "C", "O", "C", "C", "C", "F", "C", "C", "C", "N", "C", "C", "N", "C", "C", "H", "H", "H", "H", "H", "H", "H", "H", "H", "H", "H", "H", "H", "H", "H", "H", "H", "H", "O", "N", "N", "O", "C", "C", "C", "C", "C", "C", "H", "H", "H", "H", "H", "O", "C", "O", "C", "N", "C", "C", "C", "H", "H", "H", "H", "H", "H", "H", "H", "H"],
  "positions_angstrom": [[-0.11, -1.21, 2.34], [-0.79, 0.53, 3.51], [-2.08, 1.05, 2.42], [-3.00, 1.97, 2.75], [-2.93, 2.42, 4.00], [-3.83, 3.37, 4.46], [-3.77, 3.74, 5.81], [-4.65, 4.70, 6.30], [-5.59, 5.29, 5.46], [-5.64, 4.91, 4.13], [-4.77, 3.96, 3.62], [-2.14, 0.57, 1.20], [-1.25, -0.43, 0.92], [-0.98, -0.47, -0.45], [-0.58, -1.66, -1.07], [-0.26, -1.69, -2.42], [-0.36, -0.55, -3.20], [-0.81, 0.63, -2.60], [-1.11, 0.67, -1.25], [-2.32, 1.96, 4.66], [-3.04, 3.28, 6.46], [-4.59, 4.98, 7.34], [-6.27, 6.03, 5.85], [-6.37, 5.36, 3.47], [-4.81, 3.65, 2.59], [-0.52, -2.56, -0.47], [0.04, -2.63, -2.86], [-0.14, -0.59, -4.26], [-0.93, 1.53, -3.20], [-1.46, 1.59, -0.80], [2.93, -2.62, -4.23], [3.99, -2.27, -3.20], [3.43, -1.66, -2.00], [3.00, -2.47, -0.99], [2.32, -2.07, 0.10], [1.66, -3.16, 0.93], [2.16, -4.27, 0.92], [0.53, -2.84, 1.43], [2.08, -0.67, 0.30], [1.54, -0.16, 1.28], [2.50, 0.20, -0.82], [2.14, 1.55, -0.75], [2.35, 2.35, -1.83], [1.96, 3.65, -1.82], [2.89, 1.84, -3.02], [3.29, 0.53, -3.08], [3.09, -0.32, -1.97], [2.93, 2.65, -4.21], [3.71, 3.88, -4.10], [4.09, 4.31, -5.53], [3.18, 3.56, -6.47], [1.75, 3.69, -6.06], [1.59, 2.95, -4.72], [3.39, -3.06, -5.12], [2.36, -1.74, -4.53], [2.22, -3.34, -3.82], [4.75, -1.61, -3.61], [4.51, -3.18, -2.88], [3.20, -3.53, -1.11], [1.66, 1.92, 0.15], [3.68, 0.16, -4.01], [4.61, 3.68, -3.52], [3.16, 4.68, -3.59], [5.11, 4.04, -5.79], [3.93, 5.37, -5.71], [3.43, 2.57, -6.38], [3.33, 3.86, -7.43], [1.13, 3.26, -6.85], [1.54, 4.76, -5.99], [1.06, 2.01, -4.85], [1.01, 3.58, -4.03], [-0.99, -2.55, 3.71], [-0.31, -2.76, 4.75], [0.85, -2.22, 4.74], [1.30, -1.53, 3.70], [1.71, -2.37, 5.86], [2.92, -1.71, 5.85], [3.77, -1.84, 6.94], [3.41, -2.62, 8.03], [2.19, -3.28, 8.02], [1.33, -3.16, 6.94], [3.19, -1.11, 5.00], [4.73, -1.32, 6.94], [4.08, -2.72, 8.87], [1.90, -3.90, 8.86], [0.38, -3.67, 6.93], [-4.37, -4.49, 1.29], [-4.06, -3.44, 0.79], [-3.24, -2.56, 1.36], [-4.55, -3.04, -0.61], [-4.29, -1.63, -0.89], [-3.95, -1.45, -2.31], [-3.97, -2.85, -2.91], [-3.76, -3.76, -1.70], [-5.60, -3.32, -0.66], [-3.17, -1.78, 0.78], [-5.05, -1.03, -0.59], [-2.95, -1.00, -2.39], [-4.65, -0.77, -2.81], [-3.21, -2.99, -3.68], [-4.95, -3.06, -3.36], [-2.70, -3.79, -1.43], [-4.10, -4.78, -1.84]]
}


Number 1: E_tot -7006.90540 Ha, strongest force on any atom 0.0253 hartree/bohr. Number 2: E_tot -4385.90815 Ha, strongest force on any atom 0.0052 hartree/bohr.